ORCA calculation (ωB97M-V with the def2-TZVPD basis set) on 19 unconnected molecules or ions with the total composition C76H209N19O19 in a non-equilibrium geometry.

HOMO level, eV: -8.33
Relative energy (zero: lowest compared OMol25 entry of this formula, charge and spin), eV: 10.200
Net charge: 0
Molecular weight, g/mol: 1693.6
Calculated total energy, eV: -149395.8017
Kohn-Sham gap, eV: 8.68
E_LUMO, eV: 0.355

```
323
C76H209N19O19 | OMol25 | ωB97M-V with the def2-TZVPD basis set
C -3.5958 9.1493 -19.0559
C -2.1008 9.0124 -19.2775
C -1.3994 10.2194 -20.0158
O -2.3128 10.6299 -21.0494
C -1.6601 11.2507 -22.1156
N -1.5804 8.6277 -18.0065
H -4.1522 8.4464 -18.4358
H -3.9560 9.0560 -20.0804
H -3.9009 10.1619 -18.7916
H -1.8175 8.1967 -19.9426
H -0.4107 9.9427 -20.3818
H -1.1462 11.1239 -19.4628
H -0.9707 12.0482 -21.8385
H -2.4535 11.7380 -22.6824
H -1.1888 10.4635 -22.7039
H -2.2622 8.0972 -17.4833
H -1.3612 9.3980 -17.3912
C -2.3807 13.4977 -4.7161
C -0.8428 13.0936 -4.7591
C -0.0003 13.8842 -5.8259
O -0.5904 13.6523 -7.1320
C -0.5436 14.8204 -7.8982
N -0.4097 13.3299 -3.4512
H -3.0274 12.8484 -4.1260
H -2.6590 13.1992 -5.7268
H -2.5447 14.5607 -4.5394
H -0.8302 12.0316 -5.0043
H 1.0173 13.4959 -5.7834
H -0.0299 14.9565 -5.6324
H -1.0922 15.6504 -7.4529
H -1.1054 14.6550 -8.8175
H 0.4243 15.2392 -8.1737
H 0.3970 12.7668 -3.2225
H -1.0649 12.8681 -2.8368
C -6.1305 7.1054 -9.2455
C -5.1752 6.8905 -10.4288
C -5.9294 6.3494 -11.6911
O -6.5922 5.1241 -11.5002
C -7.3601 4.7004 -12.5905
N -4.3168 8.1260 -10.5626
H -5.5958 7.6113 -8.4417
H -6.4188 6.1123 -8.9009
H -6.9268 7.7542 -9.6104
H -4.4058 6.1566 -10.1888
H -5.1043 6.1884 -12.3850
H -6.5910 7.1688 -11.9720
H -6.8428 4.5407 -13.5365
H -8.1815 5.3809 -12.8148
H -7.7444 3.7014 -12.3845
H -4.1922 8.2913 -11.5512
H -3.4385 7.7108 -10.2866
C 9.5101 8.9324 -15.3826
C 8.1566 9.1833 -16.0914
C 8.1547 10.0367 -17.3957
O 6.8465 10.1754 -18.0182
C 5.6809 10.4991 -17.2005
N 7.5392 7.8952 -16.2930
H 10.3158 8.6511 -16.0607
H 9.3988 8.0843 -14.7070
H 9.8283 9.7698 -14.7616
H 7.5386 9.6885 -15.3491
H 8.7799 9.5966 -18.1725
H 8.4036 11.0765 -17.1836
H 5.3195 9.6694 -16.5929
H 4.8972 10.9509 -17.8086
H 6.0816 11.3153 -16.5994
H 6.5515 8.0759 -16.4017
H 7.6266 7.2030 -15.5627
C -4.3541 12.2115 -9.7985
C -5.0957 11.4738 -8.6549
C -6.0844 12.2428 -7.7094
O -6.3225 11.4363 -6.5886
C -6.9425 12.2008 -5.4672
N -5.8175 10.4347 -9.4622
H -4.4904 13.2842 -9.6611
H -4.6666 11.9562 -10.8110
H -3.2806 12.0248 -9.7694
H -4.3827 10.9602 -8.0100
H -7.1058 12.5780 -7.8896
H -5.4169 13.0691 -7.4650
H -7.1807 11.5434 -4.6310
H -7.9789 12.4370 -5.7085
H -6.3559 13.0687 -5.1662
H -6.3149 9.8451 -8.8102
H -5.2822 9.7076 -9.9148
C 6.8236 5.1670 -18.7635
C 8.2834 5.2735 -18.3979
C 9.1172 6.3704 -19.0844
O 10.4974 5.8998 -19.0199
C 10.8877 4.6364 -19.5169
N 8.3735 5.4071 -16.9812
H 6.1947 6.0055 -18.4643
H 6.4418 4.1904 -18.4658
H 6.8617 5.1646 -19.8528
H 8.7255 4.3129 -18.6624
H 9.0293 7.3569 -18.6292
H 8.7049 6.4884 -20.0864
H 11.9485 4.4949 -19.7238
H 10.3323 4.6732 -20.4541
H 10.6017 3.7562 -18.9410
H 8.1863 6.3884 -16.8328
H 9.3701 5.4229 -16.8178
C 3.9358 14.2770 -7.2842
C 4.3502 15.0337 -6.0268
C 5.4478 16.1175 -6.3206
O 6.6737 15.5601 -6.8237
C 7.6426 16.5046 -7.0414
N 3.2680 15.6663 -5.4028
H 3.5748 15.0044 -8.0113
H 3.2737 13.4116 -7.2549
H 4.8407 13.9386 -7.7888
H 4.7333 14.3156 -5.3017
H 5.6826 16.8472 -5.5457
H 5.0616 16.8436 -7.0360
H 7.7700 17.1248 -6.1541
H 7.5808 17.1317 -7.9308
H 8.5113 15.8636 -7.1916
H 3.4896 16.2513 -4.6098
H 2.6087 14.9335 -5.1826
C -0.5350 1.9850 -21.9506
C -0.5264 2.8217 -20.6577
C -0.1430 4.3212 -20.9301
O -0.0793 5.2160 -19.7575
C 0.3980 6.4357 -20.1983
N -1.8409 2.7515 -20.0724
H -1.1300 2.2294 -22.8306
H -0.9862 1.0077 -21.7793
H 0.4795 2.0709 -22.3400
H 0.2449 2.3333 -20.0622
H -0.8581 4.7745 -21.6166
H 0.7377 4.2370 -21.5667
H 1.2991 6.1886 -20.7597
H 0.5611 7.1710 -19.4104
H -0.4015 6.9573 -20.7244
H -1.9441 3.3843 -19.2920
H -1.9237 1.8569 -19.6110
C 7.2021 10.2411 -12.4677
C 5.9850 9.5120 -12.8810
C 4.9913 9.0623 -11.7729
O 4.5484 10.2878 -11.0870
C 3.9547 10.2511 -9.8423
N 5.3425 10.3347 -13.8836
H 7.8189 10.3688 -13.3572
H 7.8934 9.7033 -11.8188
H 6.9269 11.2437 -12.1402
H 6.1153 8.5484 -13.3734
H 5.6236 8.4705 -11.1110
H 4.1470 8.4553 -12.0998
H 3.7983 11.2221 -9.3724
H 4.4954 9.6816 -9.0864
H 2.9453 9.8441 -9.9025
H 4.4220 10.0097 -14.1425
H 5.0256 11.1992 -13.4685
C -1.7089 3.7626 -16.3508
C -2.1881 5.1373 -16.7885
C -2.7482 6.0270 -15.6635
O -3.5537 7.0876 -16.2261
C -3.5223 8.1568 -15.3645
N -1.0656 5.8771 -17.3130
H -0.8875 3.8123 -15.6360
H -1.2065 3.1643 -17.1109
H -2.5282 3.1685 -15.9460
H -2.8816 5.0040 -17.6188
H -2.0109 6.3427 -14.9253
H -3.5153 5.4387 -15.1600
H -2.5329 8.5796 -15.1898
H -3.8563 8.0476 -14.3328
H -4.0500 8.9990 -15.8122
H -0.9360 5.5198 -18.2488
H -1.2560 6.8548 -17.4802
C -2.6646 4.2979 -12.3433
C -1.9058 3.3027 -11.4222
C -1.5169 2.0415 -12.1904
O -1.0228 0.9436 -11.3711
C -0.7800 -0.2408 -12.1054
N -0.6425 3.9172 -11.0426
H -3.5963 3.9004 -12.7458
H -2.0609 4.6348 -13.1860
H -3.0378 5.2226 -11.9032
H -2.4514 3.0736 -10.5068
H -0.7735 2.2756 -12.9524
H -2.4560 1.7058 -12.6301
H -0.1417 -0.1012 -12.9778
H -1.7258 -0.6943 -12.4019
H -0.2867 -1.0648 -11.5896
H -0.1080 3.4491 -10.3248
H -0.0028 4.0343 -11.8153
C -0.0001 7.7572 -10.8615
C -0.5274 7.4004 -9.4861
C -0.9272 8.6228 -8.5846
O -0.0680 9.7340 -8.7658
C -0.4874 10.8962 -8.1526
N -1.6741 6.4868 -9.7275
H -0.3047 7.0481 -11.6313
H 1.0854 7.8522 -10.8371
H -0.3591 8.7646 -11.0721
H 0.2660 6.8002 -9.0405
H -0.9405 8.2822 -7.5493
H -1.9388 8.9418 -8.8354
H 0.2548 11.6771 -8.3182
H -0.3920 10.7673 -7.0744
H -1.5347 11.0507 -8.4122
H -1.7733 5.9825 -8.8581
H -1.4487 5.7702 -10.4027
C 4.7730 14.6554 -14.7063
C 5.3704 15.5624 -13.5281
C 6.0621 14.7028 -12.3565
O 6.3670 15.5862 -11.3216
C 6.2187 15.0002 -10.0800
N 6.2194 16.5519 -14.0762
H 5.5443 14.1495 -15.2870
H 4.1705 15.4056 -15.2184
H 4.0932 13.8511 -14.4249
H 4.4371 15.9896 -13.1614
H 7.0276 14.3545 -12.7235
H 5.4219 13.8438 -12.1557
H 6.9058 14.1728 -9.9030
H 5.1737 14.6962 -10.0188
H 6.3697 15.7612 -9.3143
H 6.5186 17.1356 -13.3081
H 7.1016 16.1536 -14.3646
C -0.9757 19.5165 -15.8808
C -0.5090 18.1639 -15.3313
C -0.1998 18.2041 -13.8242
O 0.9686 18.8873 -13.6821
C 1.2564 19.2949 -12.3276
N -1.6047 17.2300 -15.6548
H -0.9068 19.5703 -16.9673
H -0.3841 20.3387 -15.4780
H -1.9620 19.7868 -15.5036
H 0.3761 17.8616 -15.8912
H 0.1150 17.1892 -13.5815
H -1.0192 18.6550 -13.2645
H 2.2134 19.8047 -12.2159
H 1.2944 18.4216 -11.6765
H 0.4600 19.9595 -11.9927
H -2.4557 17.7261 -15.4320
H -1.5999 16.3492 -15.1604
C 2.8482 3.7562 -18.4988
C 2.8746 4.7378 -17.2657
C 2.9289 6.2910 -17.4998
O 4.1785 6.7380 -18.1170
C 3.8802 7.8696 -18.8994
N 1.7356 4.2864 -16.5772
H 2.8871 2.7174 -18.1711
H 3.7527 3.8995 -19.0899
H 2.0098 3.8850 -19.1832
H 3.8057 4.5136 -16.7452
H 3.0237 6.8033 -16.5423
H 1.9858 6.5370 -17.9880
H 4.7155 8.1918 -19.5212
H 3.5560 8.6966 -18.2677
H 3.1165 7.7343 -19.6652
H 1.6516 3.3136 -16.8352
H 0.8668 4.6132 -16.9753
C 0.7650 8.3568 -14.5569
C 1.6838 9.5553 -14.5095
C 1.6282 10.4086 -13.1943
O 0.2875 10.6551 -12.9352
C -0.0072 11.5066 -11.7980
N 2.9928 8.9860 -14.6970
H 0.5548 8.1113 -15.5979
H -0.1984 8.6886 -14.1699
H 1.1256 7.5114 -13.9709
H 1.5370 10.1914 -15.3824
H 2.1864 11.3443 -13.2255
H 2.0691 9.9532 -12.3075
H 0.1867 12.5469 -12.0592
H 0.6446 11.3953 -10.9316
H -1.0484 11.2900 -11.5588
H 3.1259 8.2502 -14.0180
H 3.1218 8.5311 -15.5894
C -3.3502 12.4474 -17.4564
C -1.9938 12.7166 -16.8242
C -2.0420 13.7656 -15.6601
O -1.0061 13.6586 -14.7533
C 0.2570 14.2795 -15.0861
N -1.6216 11.4454 -16.2554
H -4.0091 11.7368 -16.9574
H -3.1447 12.0260 -18.4405
H -3.9969 13.3125 -17.6027
H -1.2213 13.1297 -17.4727
H -2.9820 13.6689 -15.1167
H -2.0830 14.6638 -16.2762
H 1.0533 14.0788 -14.3694
H 0.1572 15.3566 -15.2199
H 0.6181 13.8882 -16.0372
H -2.4042 11.1829 -15.6734
H -0.8726 11.6326 -15.6042
C 3.1187 8.2358 -6.5607
C 2.4580 9.5354 -6.0249
C 2.8291 9.9282 -4.6551
O 1.7648 10.5745 -3.8598
C 2.1915 10.5661 -2.5156
N 2.7661 10.5570 -7.0104
H 2.9249 7.4064 -5.8805
H 4.2016 8.2898 -6.6727
H 2.7737 7.9471 -7.5535
H 1.4002 9.2782 -5.9708
H 3.6233 10.6674 -4.7590
H 3.3060 9.0841 -4.1568
H 1.6106 11.1937 -1.8398
H 3.2049 10.9496 -2.3972
H 2.2902 9.5694 -2.0856
H 2.0676 10.4226 -7.7274
H 2.5318 11.3515 -6.4326
C 3.0987 4.3296 -11.3100
C 2.7901 4.9646 -12.6855
C 3.8921 4.8872 -13.7529
O 5.1751 5.4496 -13.4385
C 6.2068 5.3549 -14.4577
N 1.6609 4.1448 -13.1968
H 2.3064 4.6278 -10.6235
H 3.9739 4.7604 -10.8236
H 3.4009 3.2991 -11.4965
H 2.5665 6.0185 -12.5198
H 3.4058 5.2717 -14.6494
H 4.1408 3.8730 -14.0653
H 5.9838 5.9087 -15.3697
H 6.3032 4.2920 -14.6792
H 7.0875 5.8164 -14.0110
H 1.5575 4.4435 -14.1560
H 1.8565 3.1572 -13.2772
```